Entry 1:
The following is a DFT calculation (the ωB97M-V functional and the def2-TZVPD basis) of a cluster of 4 separate species, C15H35IN3O9S4 in total in a non-equilibrium geometry.

**Charge**: +1
**Highest occupied orbital energy**: -0.448 hartree
**Calculated total energy**: -3324.1196 Eh
**HOMO-LUMO gap**: 9.4211 eV
**2S+1**: 1
**M**: 656.6 g/mol

Atoms and positions in Å:
I: -0.548 -7.651 -1.329
S: 0.449 4.750 6.399
S: 1.535 -6.530 -5.704
S: -3.792 -1.091 -3.254
S: 1.435 3.857 -0.875
O: -3.514 -0.281 -1.919
O: 1.119 4.599 7.832
O: 1.477 4.722 5.401
O: -0.519 5.798 6.439
O: 0.043 3.525 -0.857
O: 2.079 3.475 0.526
O: 1.872 5.164 -1.248
O: -2.593 -1.786 -3.635
O: -4.470 -0.251 -4.184
N: 2.680 -5.770 -3.204
N: 3.913 -6.415 -3.401
N: 1.073 -4.666 -2.311
C: -1.746 -5.931 -3.628
C: -1.205 -7.341 -3.359
C: 1.627 -5.787 -4.124
C: 2.292 2.660 -1.843
C: 2.319 -5.104 -2.160
C: -0.714 -4.887 -4.142
C: 0.526 4.305 2.244
C: 0.641 -5.097 -3.536
C: -2.387 0.625 -1.886
C: -2.679 1.926 -2.602
C: 1.638 6.876 8.589
C: 1.904 4.397 1.626
C: -0.394 3.203 6.393
C: 2.174 5.516 8.188
C: -4.942 -2.241 -2.577
H: 2.893 5.597 7.371
H: 0.340 2.403 6.409
H: -4.435 -2.853 -1.836
H: 1.194 7.392 7.738
H: 0.864 6.775 9.349
H: 3.355 2.886 -1.818
H: -1.499 0.138 -2.294
H: -3.610 2.363 -2.241
H: 3.733 -7.151 -4.082
H: 2.879 -4.921 -1.260
H: 2.692 5.061 9.030
H: 2.656 4.127 2.366
H: -0.241 4.659 1.555
H: -1.044 3.155 7.263
H: 2.443 7.498 8.980
H: -2.494 -6.048 -4.417
H: -1.054 -3.908 -3.787
H: 0.477 4.910 3.147
H: 1.913 2.731 -2.860
H: 4.123 -6.906 -2.534
H: -5.764 -1.689 -2.131
H: 0.284 3.271 2.494
H: -1.867 2.636 -2.441
H: 2.093 1.672 -1.435
H: -0.985 3.158 5.480
H: -2.788 1.770 -3.675
H: 2.125 5.415 1.301
H: 0.552 -4.124 -1.642
H: 2.818 -6.481 -6.119
H: -2.027 -8.040 -3.482
H: -2.192 0.821 -0.833
H: -0.679 -4.815 -5.225
H: -5.306 -2.859 -3.395
H: -2.294 -5.571 -2.758
H: -0.447 -7.643 -4.077

Entry 2:
The following is a DFT calculation (the ωB97M-V functional and the def2-TZVPD basis) of a cluster of 7 separate species, C28H50F3IO10 in total in a non-equilibrium geometry.

**Charge**: 0
**Highest occupied orbital energy**: -0.332 hartree
**Calculated total energy**: -2446.4660 Eh
**SMILES**: CCCO[C@H]1OC(=O)O[C@]1(C[C@@H](C)I)C(F)(F)F.CC(C)=O.CC(C)=O.CC(C)=O.CC(C)=O.CC(C)=O.CC(C)=O
**HOMO-LUMO gap**: 9.6637 eV
**2S+1**: 1
**M**: 730.6 g/mol

Atoms and positions in Å:
I: 2.005 -1.095 -6.219
F: -0.483 0.973 -7.417
F: 1.595 2.062 -7.359
F: -0.342 3.236 -7.292
O: 1.273 -6.891 1.780
O: 1.728 2.123 -4.887
O: -1.576 3.685 -4.667
O: 2.608 2.852 -2.746
O: 1.118 1.708 0.982
O: 1.408 -3.089 -0.238
O: -3.875 7.140 -5.677
O: 2.099 -4.884 5.574
O: 0.329 3.143 -3.244
O: -0.835 -4.513 9.782
C: 1.326 -5.290 6.423
C: 1.589 3.615 2.323
C: 1.682 2.713 -3.560
C: 0.604 -1.860 -3.602
C: -0.966 -4.368 12.152
C: -4.172 6.798 -8.012
C: 0.274 2.028 -6.812
C: 1.334 -4.734 7.821
C: 2.414 -6.482 1.657
C: 3.016 -6.241 0.298
C: 0.301 1.943 -5.209
C: 1.126 -2.570 0.829
C: 0.324 -6.371 6.113
C: -1.789 5.062 -5.069
C: -1.212 -5.026 10.820
C: -4.606 7.255 -6.645
C: -0.097 0.575 -4.470
C: 0.297 6.783 -5.026
C: -5.978 7.861 -6.520
C: -0.200 3.349 -4.607
C: -1.941 -6.343 10.821
C: 0.016 -3.111 1.691
C: 0.311 3.757 0.094
C: -0.964 6.152 -4.231
C: 1.016 2.913 1.121
C: 3.276 -6.198 2.857
C: 1.874 -1.367 1.337
C: 1.107 -0.482 -4.312
H: 0.582 4.074 -5.027
H: -4.161 7.645 -8.701
H: 0.473 -1.726 -2.477
H: -0.048 3.117 -0.713
H: 2.067 2.882 2.976
H: -6.735 7.133 -6.818
H: 1.187 -0.528 1.457
H: 2.339 4.343 2.006
H: -0.434 -3.977 1.201
H: -6.155 8.145 -5.480
H: 1.231 6.228 -4.623
H: -1.631 7.048 -3.931
H: -1.585 5.254 -6.192
H: 4.165 -6.832 2.835
H: 3.290 -5.189 0.196
H: 2.106 -3.965 7.900
H: 3.893 -6.877 0.161
H: 0.791 4.111 2.880
H: -6.047 8.756 -7.143
H: -0.924 0.035 -5.053
H: 1.962 -0.101 -3.635
H: 0.451 7.898 -4.845
H: 1.004 4.491 -0.323
H: 0.415 -3.424 2.658
H: -0.689 -5.992 6.264
H: 2.281 -6.487 -0.472
H: 1.431 -2.650 -3.765
H: 0.368 -4.284 8.046
H: 3.563 -5.144 2.868
H: 2.355 -1.603 2.289
H: 0.266 6.516 -6.150
H: -2.903 5.322 -4.931
H: -3.163 6.383 -7.952
H: -1.918 -4.154 12.642
H: -0.555 5.740 -3.234
H: -0.355 -5.020 12.781
H: -2.047 -6.699 9.794
H: 0.503 -7.238 6.753
H: 0.432 -6.677 5.070
H: 2.714 -6.415 3.766
H: 2.644 -1.088 0.614
H: -0.753 -2.348 1.827
H: -0.333 -2.279 -4.118
H: -2.937 -6.216 11.252
H: -4.848 6.022 -8.376
H: -1.374 -7.082 11.391
H: -0.431 -3.429 11.998
H: -0.516 0.736 -3.405
H: 1.558 -5.528 8.536
H: -0.545 4.260 0.550

Entry 3:
The following is a DFT calculation (the ωB97M-V functional and the def2-TZVPD basis) of a structure of composition C5H9MgO4V in a non-equilibrium geometry.

**⟨S²⟩**: 6.004
**Charge**: 0
**Highest occupied orbital energy (alpha / beta)**: -0.228 / -0.237 hartree
**Calculated total energy**: -1640.8670 Eh
**HOMO-LUMO gap (alpha / beta)**: 6.2618 / 6.3688 eV
**2S+1**: 5
**Energy above the lowest of the compared OMol25 structures with the same formula, charge and spin**: 2.22 kJ/mol
**M**: 208.4 g/mol

Atoms and positions in Å:
V: 0.603 0.954 -1.139
Mg: 1.636 -1.437 0.304
O: 1.979 0.471 0.110
O: 3.473 -1.469 1.065
O: -0.097 -1.644 -0.409
O: -1.318 0.675 -0.483
C: -2.449 1.144 -1.201
C: 3.308 0.775 0.420
C: -1.350 -1.573 0.181
C: -1.597 -0.148 0.646
C: 4.118 -0.369 1.026
H: -2.628 -0.028 1.014
H: -3.247 1.384 -0.483
H: -2.801 0.365 -1.889
H: -0.970 0.179 1.488
H: 3.895 1.148 -0.443
H: 3.321 1.594 1.168
H: -1.608 -2.249 1.016
H: -2.089 -1.809 -0.609
H: -2.176 2.035 -1.781

Entry 4:
The following is a DFT calculation (the ωB97M-V functional and the def2-TZVPD basis) of a structure of composition C60H48N9PPdS in a non-equilibrium geometry.

**Charge**: +2
**Highest occupied orbital energy**: -0.446 hartree
**Calculated total energy**: -3675.1300 Eh
**HOMO-LUMO gap**: 6.6387 eV
**2S+1**: 1
**Energy above the lowest of the compared OMol25 structures with the same formula, charge and spin**: 20.70 kJ/mol
**M**: 1064.6 g/mol

Atoms and positions in Å:
Pd: 0.071 0.514 -0.071
S: 0.862 -0.486 -3.029
P: 1.156 -2.344 1.379
N: 3.583 -1.512 0.297
N: 2.019 -0.018 -0.008
N: -1.103 -1.835 -0.222
N: -0.835 -3.962 0.324
N: 0.071 0.652 -2.084
N: -1.765 1.323 -0.303
N: -1.127 1.666 -3.812
N: 0.415 -0.970 3.719
N: 0.093 0.251 1.931
C: 6.552 -0.501 0.631
C: 3.705 4.725 -1.364
C: -4.768 -7.069 -0.957
C: 2.258 -1.266 0.387
C: -2.616 3.071 -1.694
C: -0.603 2.437 2.904
C: -0.016 0.264 4.157
C: -2.978 -4.988 -0.489
C: 0.005 3.273 1.966
C: 4.790 3.959 -0.969
C: 2.292 2.800 -1.081
C: -0.185 1.032 3.023
C: -5.748 -1.393 -1.162
C: 0.469 -0.950 2.363
C: -0.246 0.697 -7.258
C: -3.335 -5.855 0.543
C: -4.230 -6.888 0.308
C: -0.903 1.423 -2.504
C: -1.417 5.089 2.640
C: 8.392 -0.293 -0.898
C: -4.648 -2.056 -0.642
C: 4.237 -2.773 0.613
C: 6.138 -0.196 -1.723
C: -0.848 1.338 -6.191
C: -1.782 1.976 -1.491
C: 5.654 -0.361 -0.426
C: -0.398 4.593 1.840
C: -2.209 -2.526 -0.606
C: 2.452 4.137 -1.405
C: -3.244 -1.008 -2.283
C: 3.217 0.578 -0.343
C: -4.420 -6.207 -1.988
C: 0.452 0.021 -4.665
C: -0.152 0.616 5.577
C: -3.534 -5.169 -1.756
C: 0.466 1.761 6.079
C: 1.058 -0.618 -5.735
C: -2.657 1.653 0.623
C: 0.713 -0.280 -7.033
C: 7.502 -0.161 -1.956
C: -2.026 4.263 3.576
C: 0.361 2.074 7.424
C: -4.343 -0.340 -2.799
C: -0.178 -5.186 0.755
C: 0.788 -2.104 4.554
C: -0.501 1.012 -4.885
C: 3.378 2.006 -0.704
C: 7.917 -0.462 0.394
C: 4.631 2.625 -0.636
C: -0.280 -2.709 0.326
C: -3.382 -1.861 -1.193
C: -0.997 0.124 7.783
C: 4.203 -0.386 -0.176
C: -3.563 2.685 0.460
C: -2.062 -3.864 -0.265
C: -0.363 1.253 8.278
C: -1.620 2.945 3.713
C: -0.896 -0.192 6.438
C: -5.599 -0.529 -2.239
C: -3.501 3.441 -0.701
H: -2.270 -0.911 -2.750
H: 5.775 4.405 -0.914
H: 4.479 -2.832 1.674
H: -4.140 4.305 -0.826
H: 1.799 -1.383 -5.538
H: 8.607 -0.557 1.222
H: -4.231 0.317 -3.654
H: -0.046 -2.797 4.665
H: 0.848 2.960 7.808
H: 1.620 -2.634 4.099
H: -1.598 2.104 -6.359
H: 3.588 -3.604 0.351
H: -1.576 -0.512 8.440
H: -2.102 2.305 4.441
H: -4.278 2.911 1.237
H: 5.438 -0.088 -2.543
H: -2.934 -5.705 1.539
H: 0.868 -5.166 0.456
H: -4.769 -2.725 0.201
H: 7.869 -0.026 -2.965
H: 1.042 2.394 5.415
H: -0.523 0.962 -8.269
H: -0.659 -6.039 0.286
H: -2.644 1.064 1.529
H: 3.834 5.765 -1.629
H: 1.305 2.379 -1.139
H: -4.515 -7.547 1.117
H: 9.458 -0.265 -1.083
H: -2.536 3.644 -2.609
H: 5.495 2.075 -0.303
H: -2.822 4.649 4.199
H: -6.728 -1.552 -0.730
H: -5.461 -7.879 -1.140
H: 1.187 -0.777 -7.868
H: 0.091 5.241 1.123
H: 0.829 2.903 1.370
H: -1.728 6.122 2.550
H: -0.230 -5.303 1.838
H: -1.420 -1.058 6.051
H: -0.438 1.497 9.330
H: 1.588 4.722 -1.698
H: -3.261 -4.492 -2.556
H: 5.160 -2.847 0.046
H: 6.180 -0.614 1.642
H: -4.838 -6.343 -2.977
H: -1.862 2.314 -4.045
H: -6.461 -0.021 -2.649
H: 1.087 -1.749 5.535

Entry 5:
The following is a DFT calculation (the ωB97M-V functional and the def2-TZVPD basis) of a cluster of 3 separate species, C3H13NO3 in total in a non-equilibrium geometry.

**Charge**: 0
**Highest occupied orbital energy**: -0.343 hartree
**Calculated total energy**: -402.5446 Eh
**SMILES**: CCNCO.O.O
**HOMO-LUMO gap**: 10.0315 eV
**2S+1**: 1
**Energy above the lowest of the compared OMol25 structures with the same formula, charge and spin**: 94.02 kJ/mol
**M**: 111.1 g/mol

Atoms and positions in Å:
O: -0.383 -0.252 1.305
O: 5.639 -1.464 0.751
O: 2.558 -0.586 0.793
N: -2.091 1.172 0.275
C: -1.246 0.004 -1.763
C: -1.772 0.181 1.232
C: -2.240 1.003 -1.143
H: -0.250 0.357 -1.497
H: -2.395 -0.695 0.993
H: -3.280 0.775 -1.413
H: 5.422 -1.267 -0.144
H: -1.533 -0.995 -1.426
H: -2.035 0.552 2.217
H: -0.064 0.032 0.421
H: -1.272 -0.068 -2.851
H: -2.088 1.934 -1.705
H: 4.850 -1.305 1.296
H: 1.989 -1.340 0.632
H: -1.871 2.111 0.551
H: 2.063 -0.147 1.477

Entry 6:
The following is a DFT calculation (the ωB97M-V functional and the def2-TZVPD basis) of a cluster of 3 separate species, C39H33BCl3N2O11S in total in a non-equilibrium geometry.

**Charge**: -1
**Highest occupied orbital energy**: -0.187 hartree
**Calculated total energy**: -4246.7077 Eh
**HOMO-LUMO gap**: 5.2853 eV
**2S+1**: 1
**M**: 854.9 g/mol

Atoms and positions in Å:
Cl: -2.799 -1.616 -2.217
Cl: -0.097 -0.010 -4.857
Cl: -7.513 -5.516 -3.610
S: -7.174 -4.851 -1.646
O: -8.367 -5.255 -0.799
O: -1.805 -4.590 -5.143
O: 2.123 6.100 0.198
O: 6.787 3.310 5.632
O: 0.346 -3.070 -1.523
O: 1.674 2.327 4.469
O: -3.614 -4.474 -3.763
O: -0.982 -8.018 -2.107
O: -6.967 -3.364 -1.738
O: -1.109 -7.460 -4.522
O: -2.074 3.088 -1.139
N: 2.686 -2.461 -2.626
N: -0.460 -3.159 -2.624
C: -4.432 -4.851 -0.639
C: -1.128 3.798 -0.846
C: 5.286 4.725 1.993
C: 3.172 3.711 2.559
C: -1.106 4.526 0.442
C: -1.105 -1.564 -4.588
C: -3.053 -5.613 -0.961
C: -1.777 -4.680 -1.161
C: 4.741 2.409 6.349
C: -0.006 3.294 -3.008
C: -1.069 5.861 2.890
C: 3.699 3.297 3.784
C: 2.581 1.541 6.993
C: 5.820 4.298 3.204
C: 3.399 2.170 6.052
C: 1.659 -2.753 -2.044
C: 2.115 4.293 -3.575
C: 1.044 3.465 -3.904
C: -1.136 -1.912 -2.983
C: 0.014 3.952 -1.776
C: 0.000 5.297 0.801
C: 4.451 1.365 8.506
C: -0.142 -5.571 -2.955
C: -5.705 -5.801 -1.030
C: 2.835 2.576 4.746
C: -1.275 -4.410 -2.657
C: 5.029 3.577 4.100
C: -2.200 4.437 1.305
C: -2.564 -1.327 -5.212
C: 3.106 1.144 8.218
C: -2.338 -4.525 -3.836
C: 5.268 1.997 7.574
C: 1.098 4.761 -1.437
C: -2.182 5.107 2.524
C: 2.146 4.936 -2.342
C: 0.021 5.957 2.031
C: 1.149 5.435 -0.121
C: 3.966 4.424 1.666
C: 5.610 3.112 5.379
B: -0.740 -7.058 -3.165
H: -5.417 -6.570 -1.831
H: 2.467 0.660 8.950
H: 0.883 6.550 2.320
H: 5.901 5.292 1.301
H: -4.537 -4.671 0.502
H: -1.053 6.378 3.845
H: -6.078 -6.418 -0.123
H: -3.036 5.040 3.191
H: -2.825 -6.319 -0.065
H: 2.142 3.484 2.302
H: 6.315 2.170 7.806
H: -3.069 3.848 1.028
H: 2.987 5.576 -2.089
H: -0.841 2.652 -3.273
H: 3.554 4.749 0.719
H: -1.967 -3.713 -0.545
H: 0.483 -5.252 -3.881
H: -2.018 -7.844 -4.515
H: -4.506 -3.865 -1.227
H: 2.928 4.436 -4.280
H: 6.851 4.532 3.451
H: -0.896 -5.194 -0.603
H: -3.273 -6.330 -1.845
H: -2.972 -0.333 -4.795
H: 1.026 2.957 -4.863
H: -2.442 -1.218 -6.356
H: 4.862 1.049 9.460
H: -3.290 -2.195 -5.036
H: -0.505 -2.399 -5.085
H: 0.631 -5.612 -2.085
H: -0.204 -8.119 -1.517
H: -0.483 -1.062 -2.530
H: 1.532 1.363 6.774